# C31H44BaBrClN8O2Sb

A structure of composition C31H44BaBrClN8O2Sb (the ωB97M-V functional and the def2-TZVPD basis, the OMol25 dataset).

```
89
Properties=species:S:1:pos:R:3
Ba 1.06 0.92 -0.56
C 4.27 1.69 -0.21
C 4.37 1.12 -1.59
C 5.39 1.50 -2.46
C 5.36 1.08 -3.77
C 4.31 0.28 -4.19
C 3.35 -0.10 -3.27
N 3.41 0.28 -1.99
Sb 1.84 -1.37 -4.14
C 1.91 -2.95 -2.65
C 1.10 -4.07 -2.79
C 1.16 -5.06 -1.82
C 2.05 -4.90 -0.77
C 2.85 -3.76 -0.71
C 3.85 -3.56 0.39
N 2.77 -2.81 -1.64
C -0.18 -0.54 -3.76
C -1.07 -1.00 -4.73
C -2.32 -0.42 -4.85
C -2.62 0.67 -4.05
C -1.69 1.09 -3.10
C -1.92 2.37 -2.35
N -0.53 0.44 -2.92
H 5.25 2.01 0.14
H 3.89 0.98 0.53
H 3.64 2.58 -0.21
H 6.18 2.15 -2.10
H 6.13 1.38 -4.47
H 4.24 -0.02 -5.23
H 0.42 -4.17 -3.63
H 0.54 -5.94 -1.89
H 2.14 -5.66 0.01
H 4.68 -4.26 0.28
H 3.40 -3.74 1.37
H 4.24 -2.55 0.34
H -0.77 -1.79 -5.42
H -3.02 -0.77 -5.59
H -3.55 1.21 -4.17
H -2.98 2.64 -2.34
H -1.38 3.17 -2.87
H -1.52 2.40 -1.34
N -0.04 -1.81 -0.51
C -1.34 -2.38 -0.19
C -1.45 -2.67 1.31
N -0.95 -1.56 2.11
C 0.18 -1.86 2.99
C 1.04 -0.64 3.27
N 1.93 -0.32 2.15
H 0.23 -2.07 -1.46
H 0.70 -2.16 0.09
H -1.54 -3.30 -0.74
H -2.11 -1.66 -0.49
H -0.86 -3.57 1.51
H -2.48 -2.93 1.55
H -1.69 -1.15 2.66
H 0.80 -2.62 2.50
H -0.14 -2.30 3.94
H 1.59 -0.80 4.20
H 0.39 0.22 3.44
H 2.75 -0.92 2.18
H 2.27 0.63 2.28
Br -1.79 4.97 7.30
C -1.25 4.20 5.66
C 0.03 4.41 5.19
C 0.42 3.84 3.99
C -0.48 3.07 3.25
C -1.76 2.88 3.74
C -2.16 3.43 4.94
C -0.03 2.46 1.95
O 1.17 2.55 1.62
O -0.90 1.85 1.24
H 0.72 5.02 5.76
H 1.42 3.99 3.60
H -2.46 2.28 3.16
H -3.16 3.28 5.32
N -5.84 1.92 0.77
C -5.61 0.55 0.33
C -4.23 0.11 0.83
N -3.25 1.15 0.43
H -6.49 2.41 0.16
H -3.71 2.06 0.58
H -6.22 1.95 1.70
H -5.62 0.52 -0.76
H -6.36 -0.17 0.67
H -3.93 -0.85 0.42
H -4.22 0.05 1.92
H -2.33 1.18 0.95
H -3.01 1.11 -0.56
Cl 1.51 3.13 -2.43
```

Total charge = +1
Max |F| = 0.6 eV Å⁻¹
Energy relative to the best compared isomer or geometry (same formula, charge and spin) = 0.351 eV
E_LUMO = -2.17 eV
Electronic energy = -5096.11501 Eh